1.
Molecular formula: C15H37N2O12PSi2
Method: DFT, wB97M-V/def2-TZVPD

Its LUMO energy is 0.5 eV. The HOMO-LUMO gap is 0.368 Eh. Its charge is 0. The value obtained for the largest force on an atom is 1.098 eV/A.

Structure (XYZ):
```
69
C15H37N2O12PSi2 (wB97M-V/def2-TZVPD)
N 4.31098 -0.25265 -0.06061
C 4.06212 0.78178 0.62662
C 2.94329 0.97663 1.59030
Si 1.22676 0.75851 0.85062
C 0.77790 -1.09267 0.78224
O -0.23016 -1.48566 1.71745
C -1.47143 -1.35918 1.14843
O -1.57994 -2.30750 0.11067
C -2.78055 -2.20927 -0.60629
C -2.82110 -0.99652 -1.55290
O -1.50003 -0.53700 -1.79198
O 0.20764 1.58887 1.86365
Si -0.67051 2.92450 1.40626
C -2.46841 2.51604 1.15444
C -3.07552 1.97786 2.45079
O -2.80619 2.88023 3.50133
C -4.56857 1.69767 2.32104
N -5.35859 2.92507 2.40792
P 0.07193 3.92998 -0.48531
O -0.85683 3.61623 -1.60294
H 3.62324 -0.98377 0.13211
H 4.74672 1.61867 0.51474
H 2.98929 1.96361 2.04364
H 3.00937 0.26858 2.41520
H 1.16549 1.26763 -0.53946
H 1.64745 -1.71742 0.96142
H 0.43725 -1.33245 -0.22235
H -2.23075 -1.52733 1.91411
H -1.60240 -0.35977 0.72137
H -3.62811 -2.14803 0.08075
H -2.87836 -3.12840 -1.17133
H -3.38988 -0.19233 -1.08818
H -3.32178 -1.28209 -2.47606
H -1.56362 0.26218 -2.32269
H -0.56450 3.92365 2.48382
H -2.95497 3.46729 0.93529
H -2.60941 1.81725 0.33640
H -2.60546 1.02592 2.69037
H -3.64223 3.16865 3.87767
H -4.73583 1.16700 1.38660
H -4.86768 1.01628 3.11375
H -5.72301 3.20863 1.51273
H -6.14344 2.80680 3.02792
H 0.09956 5.30899 -0.19271
H 1.41321 3.59173 -0.76904
C 7.20893 -1.13659 1.38593
O 6.96735 -0.53705 2.66538
C 6.84536 -1.40411 3.66522
O 6.92299 -2.60161 3.57952
O 6.61740 -0.71818 4.78656
C 6.46427 -1.53361 5.95124
H 7.27203 -0.31685 0.67894
H 8.14333 -1.69420 1.39165
H 6.38452 -1.78557 1.10598
H 7.36762 -2.11036 6.13733
H 5.61676 -2.20660 5.84015
H 6.28724 -0.84607 6.77220
C -1.29660 -2.22574 -4.76875
O -2.09498 -2.79427 -5.81186
C -2.68887 -1.89614 -6.59286
O -2.61815 -0.70043 -6.47429
O -3.38112 -2.54619 -7.52679
C -4.07413 -1.69492 -8.44372
H -0.88480 -3.05694 -4.20516
H -0.48524 -1.63283 -5.18508
H -1.90077 -1.61004 -4.11119
H -3.37349 -1.06230 -8.98411
H -4.79831 -1.07509 -7.91952
H -4.58424 -2.35846 -9.13455
```



2.
Molecular formula: C15H37N3O4P
Method: DFT, wB97M-V/def2-TZVPD

Its LUMO energy is 1.9 eV. The HOMO-LUMO gap is 0.114 Eh. Its charge is -1. The value obtained for the largest force on an atom is 5.721 eV/A.

Structure (XYZ):
```
60
C15H37N3O4P (wB97M-V/def2-TZVPD)
C 2.13514 0.75023 -1.66296
C 2.49683 1.68964 -0.52813
O 3.64988 1.26527 0.16221
C 3.35047 0.54034 1.35093
C 4.63951 -0.06455 1.88656
O 4.43219 -1.03951 2.86186
C 3.82592 -2.24947 2.38288
C 4.12916 -3.41339 3.27568
C 3.19271 -4.55871 2.97277
C 3.80081 -5.91243 2.53735
C 5.07399 -5.79023 1.69994
O 4.05396 -6.77333 3.66298
H 2.86760 0.78070 -2.46869
H 1.15829 1.01386 -2.07336
H 2.07236 -0.27389 -1.29409
H 2.66736 2.69983 -0.90884
H 1.64364 1.76361 0.15554
H 2.92887 1.23458 2.08734
H 2.61735 -0.24000 1.13506
H 5.21638 0.73127 2.36562
H 5.24589 -0.43190 1.04773
H 4.14261 -2.42228 1.33774
H 2.71797 -2.05833 2.32068
H 3.98139 -3.07094 4.30500
H 2.61348 -4.78666 3.88720
H 2.43750 -4.29581 2.20378
H 3.05113 -6.42845 1.92224
H 4.98264 -6.39219 0.78904
H 5.26254 -4.75543 1.42179
H 5.91605 -6.19494 2.25573
H 3.75433 -6.29094 4.44620
O -1.63489 2.24320 -1.82311
P -3.04498 2.43344 -1.36892
N -3.54176 0.77112 -1.62424
C -3.40508 0.21534 -2.95922
C -2.89837 -0.11381 -0.65584
N -3.69921 3.55529 -2.46944
C -4.68755 3.17042 -3.45124
C -2.78060 4.57242 -2.96003
N -4.20574 2.59352 -0.16956
C -5.21332 1.63491 0.26304
C -4.36940 3.93147 0.39416
H -3.77261 -0.81381 -2.94283
H -2.36712 0.20207 -3.31758
H -4.01383 0.75757 -3.67886
H -2.99835 0.27678 0.35770
H -1.82781 -0.23738 -0.85704
H -3.37766 -1.09592 -0.68313
H -4.23817 2.68778 -4.32822
H -5.22332 4.05977 -3.79538
H -5.42741 2.49490 -3.01879
H -2.15113 4.21557 -3.78429
H -2.11779 4.91326 -2.16749
H -3.36172 5.43129 -3.30577
H -5.87512 1.35801 -0.55645
H -5.80078 2.11650 1.04727
H -4.80210 0.72436 0.68784
H -5.25902 4.42168 -0.01381
H -3.50890 4.55900 0.16110
H -4.45420 3.89530 1.48236
```



3.
Molecular formula: C15H38AlFO9P
Method: DFT, wB97M-V/def2-TZVPD

Its LUMO energy is 2.6 eV. The HOMO-LUMO gap is 0.288 Eh. Its charge is -1. The value obtained for the largest force on an atom is 0.844 eV/A.

Structure (XYZ):
```
65
C15H38AlFO9P (wB97M-V/def2-TZVPD)
O -1.04545 1.12591 1.47760
P -1.44637 0.50926 0.17757
O -1.92439 1.70963 -0.82188
O -2.83764 -0.31792 0.47371
Al 0.19091 -1.02907 -0.73338
C -0.43802 -2.83839 -0.07110
C 0.59212 -3.96731 -0.02712
C 1.85095 -3.64815 0.77218
F 1.59225 -2.81138 1.84344
H -1.80466 2.51762 -0.31076
H -2.84103 -0.43715 1.42683
H 0.18203 -0.94977 -2.35631
H 1.61931 -0.52309 -0.20446
H -1.25872 -3.12805 -0.73416
H -0.87929 -2.71913 0.92224
H 0.88732 -4.24602 -1.04230
H 0.15230 -4.87295 0.41265
H 2.25745 -4.56894 1.20068
H 2.61977 -3.21568 0.13006
C -4.60982 2.13120 3.19909
O -5.03509 2.79351 2.03095
C -5.13730 1.92472 0.90675
C -6.19508 2.40244 -0.05433
O -7.53597 2.20407 0.38338
C -8.05732 3.08656 1.35308
C -8.47122 4.43821 0.81717
O -7.35574 5.27197 0.56648
C -7.53943 6.15528 -0.51071
H -3.56275 1.81654 3.12099
H -4.70842 2.83373 4.02663
H -5.23517 1.25318 3.40705
H -5.36709 0.90374 1.22675
H -4.17487 1.90779 0.39169
H -6.10479 1.78984 -0.95321
H -6.02198 3.44303 -0.33848
H -7.38178 3.19980 2.20462
H -8.97054 2.59912 1.70682
H -9.11856 4.92259 1.56328
H -9.05525 4.29213 -0.09952
H -7.85163 5.62115 -1.41605
H -6.58254 6.63768 -0.70239
H -8.28498 6.92731 -0.28036
C 7.97528 -1.39162 1.70598
O 7.70851 -2.13551 0.54185
C 6.61189 -3.02351 0.67997
C 5.84464 -3.18899 -0.61093
O 5.02506 -2.09326 -0.96074
C 5.63383 -0.89745 -1.40443
C 6.20050 -0.96156 -2.80225
O 7.42492 -1.67935 -2.85217
C 7.62568 -2.35654 -4.06668
H 8.37124 -2.02545 2.50949
H 8.72279 -0.64254 1.44894
H 7.07591 -0.88122 2.06805
H 5.92246 -2.66700 1.45297
H 6.99061 -4.00992 0.98444
H 5.14308 -4.01109 -0.44792
H 6.50647 -3.47355 -1.43392
H 6.38126 -0.53318 -0.69595
H 4.81472 -0.17561 -1.42837
H 6.37576 0.06588 -3.14981
H 5.45911 -1.42443 -3.46304
H 6.77065 -2.99725 -4.31337
H 8.50983 -2.98197 -3.94969
H 7.79430 -1.65985 -4.89757
```



Number 1: HOMO energy -9.55 eV. Number 2: HOMO energy -1.17 eV. Number 3: HOMO energy -5.22 eV.